A 7-piece molecular cluster, C20H57N3O7 overall, computed with wB97M-V/def2-TZVPD.

Cartesian coordinates (Å):
C1 -6.885 2.253 1.612
C2 -7.818 2.340 2.818
O1 -8.821 1.313 2.723
H1 -6.369 1.293 1.615
H2 -6.177 3.079 1.560
H3 -7.513 2.275 0.716
H4 -8.376 3.275 2.820
H5 -7.260 2.125 3.725
H6 -8.981 1.135 1.790
C3 -7.117 -2.231 -4.426
C4 -6.228 -2.091 -3.207
O2 -5.755 -3.417 -2.846
H7 -7.746 -3.119 -4.361
H8 -6.510 -2.342 -5.324
H9 -7.808 -1.396 -4.578
H10 -6.671 -1.728 -2.279
H11 -5.327 -1.524 -3.426
H12 -6.473 -3.898 -2.428
C5 -8.089 0.992 -2.185
C6 -8.551 0.084 -1.054
O3 -9.483 0.789 -0.221
H13 -7.487 0.492 -2.949
H14 -7.461 1.803 -1.817
H15 -8.965 1.417 -2.677
H16 -7.725 -0.274 -0.438
H17 -8.955 -0.829 -1.513
H18 -10.253 0.856 -0.799
C7 -12.935 -0.100 -0.610
C8 -13.981 0.821 -0.029
O4 -15.009 1.141 -0.933
H19 -12.415 0.353 -1.454
H20 -13.402 -1.042 -0.921
H21 -12.249 -0.452 0.167
H22 -13.454 1.720 0.334
H23 -14.422 0.408 0.881
H24 -14.678 1.799 -1.562
C9 -6.118 4.054 -3.360
C10 -4.690 3.815 -2.894
C11 -4.511 4.050 -1.403
O5 -4.801 5.392 -1.071
C12 -4.353 5.693 0.263
N1 -4.178 2.503 -3.234
H25 -6.842 3.280 -3.094
H26 -6.101 3.850 -4.443
H27 -6.426 5.077 -3.187
H28 -4.115 4.548 -3.478
H29 -3.478 3.808 -1.104
H30 -5.085 3.289 -0.851
H31 -3.272 5.558 0.313
H32 -4.871 5.069 0.995
H33 -4.675 6.725 0.395
H34 -3.190 2.343 -3.159
H35 -4.570 2.095 -4.066
C13 -9.564 -2.540 1.516
C14 -9.079 -3.802 2.228
C15 -8.793 -4.932 1.263
O6 -8.143 -5.984 1.947
C16 -8.116 -7.175 1.169
N2 -7.821 -3.443 2.920
H36 -10.651 -2.656 1.355
H37 -9.244 -2.393 0.482
H38 -9.507 -1.582 2.029
H39 -9.840 -4.154 2.934
H40 -8.253 -4.663 0.344
H41 -9.736 -5.348 0.863
H42 -7.614 -7.028 0.208
H43 -9.162 -7.467 1.049
H44 -7.535 -7.899 1.732
H45 -8.053 -2.723 3.598
H46 -7.534 -4.255 3.467
C17 -11.810 3.649 -2.299
C18 -12.559 3.201 -3.576
C19 -11.750 2.162 -4.346
O7 -10.424 2.582 -4.518
C20 -9.619 1.635 -5.189
N3 -13.841 2.593 -3.287
H47 -11.008 4.278 -2.682
H48 -11.427 2.827 -1.698
H49 -12.498 4.258 -1.712
H50 -12.594 4.126 -4.168
H51 -12.263 1.911 -5.287
H52 -11.765 1.222 -3.771
H53 -8.611 1.978 -4.963
H54 -9.846 1.567 -6.255
H55 -9.726 0.630 -4.760
H56 -14.304 2.337 -4.163
H57 -14.526 3.281 -2.967

Output
**2S+1**: 1
**LUMO**: 0.5 eV
**Molar mass**: 451.69 g/mol
**Energy above the lowest of the compared OMol25 structures with the same formula, charge and spin**: 26.4 kcal/mol
**F_max**: 0.04547 hartree/bohr
**SMILES**: COC[C@H](C)N.COC[C@H](C)N.COC[C@H](C)N.CCO.CCO.CCO.CCO
**E**: -40463.83972 eV
**Highest occupied orbital energy**: -9.11 eV


A 2-piece molecular cluster, C4H12N2 overall, computed with wB97M-V/def2-TZVPD.

Cartesian coordinates (Å):
C1 -1.733 1.519 -0.225
C2 -1.929 0.792 1.097
N1 -1.828 -0.673 0.864
H1 -2.242 1.021 -1.042
H2 -2.079 2.556 -0.189
H3 -0.663 1.625 -0.414
H4 -1.333 1.176 1.933
H5 -2.947 0.910 1.483
H6 -0.880 -0.954 0.661
H7 -2.052 -1.113 1.757
C3 2.325 0.483 -0.505
C4 1.817 -1.793 -0.588
N2 1.572 -0.634 -1.009
H8 2.993 0.886 -1.260
H9 2.908 0.257 0.402
H10 1.611 1.221 -0.129
H11 2.433 -2.003 0.287
H12 1.324 -2.611 -1.105

Output
**2S+1**: 1
**LUMO**: 1.0 eV
**Molar mass**: 88.15 g/mol
**Energy above the lowest of the compared OMol25 structures with the same formula, charge and spin**: 34.9 kcal/mol
**F_max**: 0.03297 hartree/bohr
**SMILES**: C=NC.CCN
**E**: -7321.51550 eV
**Highest occupied orbital energy**: -9.31 eV


A 4-piece molecular cluster, C36H70Cl2N3O13P overall, computed with wB97M-V/def2-TZVPD.

Cartesian coordinates (Å):
C1 7.161 0.011 1.163
C2 5.768 0.494 0.764
C3 5.635 2.029 0.758
C4 4.229 2.510 1.111
C5 3.977 3.974 0.676
C6 3.002 4.695 1.612
C7 1.545 4.171 1.454
C8 1.029 3.438 2.711
C9 -0.506 3.233 2.709
C10 -0.914 1.742 2.711
C11 -2.303 1.486 2.100
C12 -2.348 1.058 0.601
C13 -1.194 1.671 -0.098
N1 -0.305 2.134 -0.642
C14 -3.617 1.690 -0.054
O1 -3.365 3.093 -0.147
N2 -4.600 3.863 -0.061
O2 -4.500 4.707 0.732
C15 -2.370 -0.515 0.427
C16 -1.525 -1.163 1.436
N3 -0.919 -1.606 2.288
C17 -3.825 -1.085 0.609
C18 -4.466 -1.728 -0.611
O3 -5.001 -1.153 -1.485
Cl1 -4.419 -3.498 -0.574
P1 -1.687 -1.200 -1.254
O4 -2.079 0.050 -2.226
Cl2 0.334 -1.025 -0.985
H1 7.234 -1.079 1.110
H2 7.416 0.351 2.170
H3 7.919 0.415 0.481
H4 5.041 0.081 1.476
H5 5.488 0.092 -0.217
H6 6.381 2.455 1.439
H7 5.876 2.383 -0.253
H8 3.505 1.853 0.615
H9 4.069 2.447 2.195
H10 3.551 3.954 -0.333
H11 4.934 4.508 0.677
H12 3.004 5.774 1.423
H13 3.309 4.508 2.648
H14 0.859 4.984 1.216
H15 1.556 3.441 0.638
H16 1.325 4.048 3.572
H17 1.535 2.468 2.765
H18 -0.885 3.670 3.639
H19 -0.959 3.757 1.863
H20 -0.132 1.123 2.262
H21 -0.972 1.428 3.759
H22 -2.896 2.396 2.221
H23 -2.808 0.703 2.678
H24 -4.472 1.535 0.612
H25 -3.839 1.259 -1.034
H26 -3.775 -1.875 1.360
H27 -4.498 -0.323 0.999
H28 -1.286 0.412 -2.659
C19 -0.177 -9.585 2.096
O5 0.265 -8.678 1.114
C20 -0.068 -9.056 -0.212
C21 -0.383 -7.856 -1.076
O6 -1.630 -7.245 -0.795
C22 -1.773 -6.529 0.419
C23 -1.041 -5.208 0.485
O7 0.361 -5.386 0.595
C24 1.089 -4.426 -0.134
H29 0.429 -10.499 2.104
H30 -0.079 -9.093 3.062
H31 -1.229 -9.856 1.946
H32 -0.923 -9.742 -0.213
H33 0.794 -9.574 -0.654
H34 -0.469 -8.221 -2.087
H35 0.430 -7.135 -1.062
H36 -1.520 -7.151 1.281
H37 -2.841 -6.303 0.482
H38 -1.398 -4.661 1.369
H39 -1.285 -4.618 -0.408
H40 0.686 -4.321 -1.146
H41 2.122 -4.766 -0.207
H42 1.070 -3.454 0.370
C25 -2.497 -3.175 -4.763
O8 -1.273 -3.776 -5.132
C26 -0.237 -3.615 -4.180
C27 0.637 -4.845 -4.093
O9 0.038 -5.950 -3.439
C28 -1.022 -6.620 -4.112
C29 -0.596 -7.446 -5.303
O10 -0.221 -6.637 -6.404
C30 0.872 -7.136 -7.140
H43 -2.453 -2.083 -4.850
H44 -3.263 -3.547 -5.440
H45 -2.777 -3.442 -3.737
H46 -0.650 -3.402 -3.187
H47 0.392 -2.766 -4.485
H48 1.493 -4.585 -3.464
H49 1.026 -5.116 -5.077
H50 -1.827 -5.934 -4.381
H51 -1.432 -7.305 -3.389
H52 -1.445 -8.077 -5.601
H53 0.234 -8.101 -5.009
H54 1.699 -7.423 -6.480
H55 1.214 -6.339 -7.798
H56 0.587 -8.000 -7.751
C31 -2.006 6.796 0.503
O11 -0.875 7.350 1.133
C32 -0.221 8.357 0.383
C33 0.358 9.421 1.284
O12 -0.593 10.284 1.880
C34 -1.426 9.770 2.903
C35 -0.730 9.511 4.219
O13 0.118 8.377 4.148
C36 1.322 8.511 4.867
H57 -1.717 6.118 -0.310
H58 -2.549 6.228 1.255
H59 -2.669 7.573 0.106
H60 -0.912 8.817 -0.333
H61 0.606 7.901 -0.180
H62 0.968 10.074 0.654
H63 1.019 8.974 2.031
H64 -1.971 8.883 2.573
H65 -2.162 10.558 3.081
H66 -1.498 9.330 4.983
H67 -0.161 10.402 4.508
H68 1.815 9.464 4.646
H69 1.979 7.700 4.555
H70 1.158 8.435 5.948

Output
**2S+1**: 1
**LUMO**: -0.7 eV
**Molar mass**: 854.84 g/mol
**Energy above the lowest of the compared OMol25 structures with the same formula, charge and spin**: 0.0 kcal/mol
**F_max**: 0.03585 hartree/bohr
**SMILES**: CCCCCCCCCCC[C@](C#N)(CON=O)[C@@](C#N)(CC(=O)Cl)P(O)Cl.COCCOCCOC.COCCOCCOC.COCCOCCOC
**E**: -103880.67372 eV
**Highest occupied orbital energy**: -8.95 eV


A 2-piece molecular cluster, C5H6N2O3 overall, computed with wB97M-V/def2-TZVPD.

Cartesian coordinates (Å):
C1 -1.812 -0.032 0.937
C2 -0.804 -0.890 0.991
C3 -1.890 1.030 -0.101
C4 3.382 -0.137 0.582
C5 -0.005 0.016 -0.970
N1 -0.937 0.853 -1.157
N2 0.262 -0.832 0.021
O1 3.842 0.910 0.571
O2 2.831 -1.143 0.611
O3 1.025 -0.005 -1.880
H1 -2.508 -0.220 1.607
H2 -0.743 -1.635 1.669
H3 -1.771 1.931 0.360
H4 1.162 -1.249 0.141
H5 -2.812 1.084 -0.657
H6 0.778 0.319 -2.725

Output
**2S+1**: 1
**LUMO**: 0.4 eV
**Molar mass**: 142.11 g/mol
**Energy above the lowest of the compared OMol25 structures with the same formula, charge and spin**: 10.7 kcal/mol
**F_max**: 0.09207 hartree/bohr
**SMILES**: OC1=NCC=CN1.O=C=O
**E**: -14404.44956 eV
**Highest occupied orbital energy**: -8.12 eV


C28H42AsCuN9O2SSi3 as an isolated structure, computed with wB97M-V/def2-TZVPD.

Cartesian coordinates (Å):
Cu1 -1.060 -1.009 -0.442
N1 4.452 -5.225 4.926
C1 3.560 -4.215 4.545
C2 2.772 -3.573 5.496
C3 1.912 -2.552 5.124
C4 1.842 -2.153 3.803
C5 2.625 -2.785 2.849
C6 3.478 -3.811 3.213
S1 0.757 -0.846 3.292
O1 1.598 0.276 2.926
O2 -0.183 -0.630 4.367
N2 0.077 -1.341 1.939
C7 -0.731 -2.402 1.950
N3 -0.831 -3.259 2.985
C8 -1.645 -4.286 2.842
C9 -2.398 -4.523 1.698
C10 -2.250 -3.591 0.686
N4 -1.444 -2.549 0.793
H1 4.192 -5.709 5.771
H2 4.686 -5.870 4.187
H3 2.826 -3.883 6.533
H4 1.273 -2.074 5.852
H5 2.550 -2.478 1.814
H6 4.085 -4.304 2.463
H7 -1.704 -4.963 3.691
H8 -3.059 -5.370 1.604
H9 -2.798 -3.673 -0.247
C11 4.486 2.571 1.124
Si1 4.670 0.856 0.367
C12 4.980 -0.345 1.769
C13 6.248 0.869 -0.664
As1 2.603 0.319 -0.641
Si2 2.524 2.066 -2.233
C14 4.128 2.471 -3.137
C15 2.012 3.592 -1.248
C16 1.180 1.848 -3.515
Si3 3.085 -1.620 -1.906
C17 4.895 -2.140 -1.884
C18 2.576 -1.467 -3.700
C19 2.100 -3.010 -1.102
H10 5.169 2.650 1.974
H11 3.476 2.739 1.493
H12 4.736 3.363 0.417
H13 5.911 -0.049 2.263
H14 5.097 -1.373 1.427
H15 4.171 -0.322 2.496
H16 7.027 1.284 -0.016
H17 6.202 1.474 -1.566
H18 6.556 -0.136 -0.945
H19 4.839 2.983 -2.489
H20 3.892 3.135 -3.973
H21 4.618 1.585 -3.540
H22 2.788 3.957 -0.580
H23 1.133 3.365 -0.643
H24 1.746 4.395 -1.941
H25 1.324 1.022 -4.205
H26 1.158 2.774 -4.098
H27 0.207 1.723 -3.041
H28 5.516 -1.482 -2.490
H29 4.952 -3.148 -2.306
H30 5.314 -2.175 -0.879
H31 3.173 -0.738 -4.247
H32 1.527 -1.195 -3.786
H33 2.713 -2.443 -4.174
H34 2.702 -3.561 -0.378
H35 1.767 -3.712 -1.870
H36 1.213 -2.635 -0.591
N5 -1.196 2.951 0.928
C20 -0.793 1.651 0.931
N6 -1.604 0.872 0.274
C21 -2.606 1.696 -0.216
C22 -3.705 1.394 -1.014
C23 -4.543 2.432 -1.365
C24 -4.299 3.747 -0.938
C25 -3.206 4.063 -0.155
C26 -2.365 3.012 0.191
H37 -0.708 3.711 1.366
H38 0.095 1.307 1.445
H39 -3.873 0.383 -1.356
H40 -5.400 2.235 -1.995
H41 -4.979 4.533 -1.240
H42 -3.014 5.080 0.161
N7 -0.693 -0.830 -2.352
C27 -1.133 -0.468 -3.373
N8 -1.684 -0.064 -4.451
C28 -1.087 -0.025 -5.615
N9 -0.644 0.038 -6.685

Output
**2S+1**: 1
**LUMO**: 2.5 eV
**Molar mass**: 791.50 g/mol
**F_max**: 0.01120 hartree/bohr
**Charge**: -1
**E**: -187177.28131 eV
**Highest occupied orbital energy**: -5.16 eV


A 3-piece molecular cluster, C9H21N2O4P overall, computed with wB97M-V/def2-TZVPD.

Cartesian coordinates (Å):
O1 1.963 -2.956 -1.501
C1 1.363 -2.037 -2.009
O2 1.714 -0.755 -1.774
C2 0.130 -2.257 -2.856
C3 -1.094 -2.307 -1.928
P1 -2.615 -1.899 -2.874
H1 1.159 -0.199 -2.326
H2 0.264 -3.193 -3.376
H3 0.008 -1.463 -3.591
H4 -0.936 -1.629 -1.094
H5 -1.188 -3.296 -1.501
H6 -2.701 -0.508 -2.692
H7 -3.596 -2.324 -1.960
C4 1.043 0.085 2.891
O3 -0.079 -0.294 2.609
N1 2.173 -0.495 2.463
C5 3.485 0.013 2.804
C6 2.057 -1.658 1.597
H8 1.223 0.976 3.519
H9 4.030 0.298 1.903
H10 4.062 -0.745 3.337
H11 3.384 0.887 3.443
H12 1.484 -1.407 0.708
H13 1.543 -2.466 2.119
H14 3.047 -1.987 1.296
C7 -1.995 2.315 -1.385
O4 -1.106 1.902 -2.110
N2 -1.857 2.603 -0.083
C8 -2.962 3.091 0.716
C9 -0.557 2.423 0.544
H15 -3.017 2.497 -1.758
H16 -2.733 4.078 1.122
H17 -3.165 2.409 1.542
H18 -3.854 3.168 0.098
H19 0.188 3.041 0.040
H20 -0.248 1.381 0.475
H21 -0.620 2.706 1.590

Output
**2S+1**: 1
**LUMO**: 0.7 eV
**Molar mass**: 252.25 g/mol
**F_max**: 0.02268 hartree/bohr
**SMILES**: O=C(O)CCP.CN(C)C=O.CN(C)C=O
**E**: -30132.46794 eV
**Highest occupied orbital energy**: -9.15 eV


A 3-piece molecular cluster, C2H8NS overall, computed with wB97M-V/def2-TZVPD.

Cartesian coordinates (Å):
C1 0.859 0.821 -0.249
C2 1.107 -0.643 0.042
S1 2.709 0.236 -0.230
N1 -2.272 0.146 0.012
H1 0.703 1.576 0.529
H2 0.430 1.006 -1.247
H3 0.721 -1.067 0.983
H4 0.835 -1.345 -0.722
H5 3.002 -1.343 0.916
H6 -2.576 1.111 0.044
H7 -2.711 -0.226 -0.841
H8 -2.807 -0.272 0.762

Output
**2S+1**: 1
**LUMO**: -7.7 eV
**Molar mass**: 78.16 g/mol
**Energy above the lowest of the compared OMol25 structures with the same formula, charge and spin**: 113.4 kcal/mol
**F_max**: 0.06951 hartree/bohr
**Charge**: +1
**E**: -14517.25512 eV
**Highest occupied orbital energy**: -14.20 eV


One molecule with the formula C4H5NO2, computed with wB97M-V/def2-TZVPD.

Cartesian coordinates (Å):
C1 1.041 0.479 1.193
C2 -0.108 0.424 0.217
C3 0.054 -0.533 -0.928
O1 -0.772 -0.235 -2.142
C4 -1.065 -1.314 -1.441
O2 -1.832 -2.223 -1.446
N1 -1.194 1.077 0.283
H1 1.037 1.426 1.739
H2 0.956 -0.336 1.922
H3 2.007 0.370 0.691
H4 1.069 -0.834 -1.182
H5 -1.195 1.699 1.094

Output
**2S+1**: 1
**LUMO**: 0.7 eV
**Molar mass**: 99.09 g/mol
**Energy above the lowest of the compared OMol25 structures with the same formula, charge and spin**: 44.8 kcal/mol
**F_max**: 0.01533 hartree/bohr
**SMILES**: [H]/N=C(\C)[C@@H]1OC1=O
**E**: -9812.37287 eV
**Highest occupied orbital energy**: -10.36 eV


Number 1: gap between HOMO and LUMO 0.3532 Ha. Number 2: gap between HOMO and LUMO 0.3800 Ha. Number 3: gap between HOMO and LUMO 0.3022 Ha. Number 4: gap between HOMO and LUMO 0.3150 Ha. Number 5: gap between HOMO and LUMO 0.2819 Ha. Number 6: gap between HOMO and LUMO 0.3626 Ha. Number 7: gap between HOMO and LUMO 0.2379 Ha. Number 8: gap between HOMO and LUMO 0.4050 Ha.